(i)
Computed, not measured: a gas-phase ion, C6H13N2O (charge +1), with ωB97M-V with the def2-TZVPD basis set.

LUMO energy in eV: -3.366
Total charge: +1
Frontier orbital gap in eV: 10.6

Atoms and positions in Å:
C: 1.86378 1.86410 0.39210
C: 0.85652 0.79177 -0.28864
C: 1.62345 -0.52795 -0.54602
O: 2.79859 -0.80693 -0.45470
C: 0.51927 -1.56215 -0.76155
N: -0.80573 -0.93269 -0.37188
C: -1.73137 -1.72484 0.40410
C: -0.46492 0.43747 0.39240
N: -1.60332 1.32248 0.27228
H: 2.44832 1.45647 1.22466
H: 1.22939 2.73912 0.68360
H: 2.54761 2.22007 -0.34606
H: 0.69303 1.40091 -1.22029
H: 0.43786 -1.91247 -1.74537
H: 0.70241 -2.32719 -0.09275
H: -1.26016 -0.68499 -1.29268
H: -1.28907 -2.02101 1.32333
H: -2.62563 -1.03834 0.67751
H: -2.06570 -2.59392 -0.19621
H: -0.26358 0.19062 1.35461
H: -1.80460 1.81127 -0.49791
H: -1.80616 1.89821 1.08948

(ii)
Computed, not measured: 2 unconnected molecules or ions with the total composition C6H13N2O, with ωB97M-V with the def2-TZVPD basis set.

LUMO energy in eV: -4.376
Total charge: +1
Frontier orbital gap in eV: 8.2

Atoms and positions in Å:
C: -2.16960 0.31162 -0.06448
C: 1.44556 0.24933 0.60180
C: 1.16194 -0.70809 -0.59481
C: 0.56905 0.61234 -0.49122
C: 2.75003 0.99910 0.75248
C: 0.43306 -1.99147 -0.28566
N: -2.93975 -0.72629 -0.29756
N: -2.62615 1.29034 0.68193
O: 0.40585 1.67349 -1.20050
H: 1.01419 -0.10605 1.52863
H: 1.90681 -0.82222 -1.38035
H: 2.77287 1.56245 1.68154
H: 2.90741 1.68869 -0.07443
H: 3.56919 0.28210 0.76493
H: 1.12908 -2.71678 0.12923
H: 0.00901 -2.41283 -1.19319
H: -0.35880 -1.81347 0.43643
H: -2.62442 -1.49395 -0.86549
H: -3.89470 -0.78168 0.05374
H: -2.05485 2.09322 0.88274
H: -3.57013 1.28674 1.06563
H: 0.16434 1.52342 -2.13138

Relative energy of each structure, in kJ/mol: (i) 0.0; (ii) 172.0.

(i)
Computed, not measured: a molecular structure, C4H8O3, with ωB97M-V with the def2-TZVPD basis set.

LUMO energy in eV: 0.186
Frontier orbital gap in eV: 10.4

Atoms and positions in Å:
C: -0.02519 1.41980 0.83778
C: 0.70257 0.07397 0.71443
C: -0.09418 -0.94760 -0.14345
C: -0.31162 -0.34203 -1.54586
H: -1.13288 1.47038 1.30343
H: -0.34827 1.95732 0.15363
H: 0.45326 1.93131 1.35261
H: 0.77314 -0.23169 1.64264
H: 1.47768 0.18795 0.00450
H: 0.47219 -1.59272 -0.14520
H: -1.14164 -1.67139 1.54731
H: 1.35781 -0.52392 -1.81340
O: -1.42379 -1.10331 0.45514
O: 0.74211 -0.45863 -2.28634
O: -1.50117 -0.16942 -2.07721

(ii)
Computed, not measured: 2 unconnected molecules or ions with the total composition C4H8O3, with ωB97M-V with the def2-TZVPD basis set.

LUMO energy in eV: 0.656
Frontier orbital gap in eV: 9.3

Atoms and positions in Å:
O: 1.91654 0.51506 -0.44799
C: 1.43876 -0.48786 -0.07059
C: 1.03586 -1.69280 0.30952
O: 2.00436 -2.68449 0.42561
H: 0.01752 -1.86872 0.63151
H: 2.05078 -3.15154 -0.41758
C: -0.64745 1.48209 1.01756
O: -0.86556 0.31251 0.25907
C: -1.22944 0.53519 -1.08474
H: -0.31190 1.14759 2.00299
H: -1.57101 2.06681 1.13035
H: 0.13488 2.11643 0.57574
H: -2.18458 1.07255 -1.16260
H: -1.33643 -0.45419 -1.53866
H: -0.45230 1.09137 -1.63017

(iii)
Computed, not measured: C4H8O3 in the gas phase, with ωB97M-V with the def2-TZVPD basis set.

LUMO energy in eV: 0.825
Frontier orbital gap in eV: 11.4

Atoms and positions in Å:
O: 2.37385 -0.85326 2.72784
C: 2.04624 -0.87103 1.55446
O: 0.92617 -0.28758 1.04829
C: 0.77306 -0.39932 -0.34693
C: -0.69446 -0.24584 -0.65695
C: -1.17070 1.15076 -0.36516
O: -2.55014 1.22971 -0.86684
H: 2.68429 -1.42269 0.90086
H: 1.14965 -1.34409 -0.76988
H: 1.30708 0.36657 -0.88469
H: -1.31029 -1.01986 -0.19810
H: -0.80442 -0.30670 -1.70633
H: -1.12726 1.42401 0.71687
H: -0.50770 1.87251 -0.86775
H: -3.09536 0.70683 -0.28569

(iv)
Computed, not measured: C4H8O3 in the gas phase, with ωB97M-V with the def2-TZVPD basis set.

LUMO energy in eV: 0.899
Frontier orbital gap in eV: 10.7

Atoms and positions in Å:
C: -1.31454 0.66042 -1.27778
C: -0.55930 -0.27786 -0.37265
O: 0.80608 -0.50505 -0.92645
C: -0.02250 0.30249 0.94691
O: -0.24975 -0.45826 2.08626
C: 1.42338 0.08097 0.41235
O: 1.97397 -1.04654 0.82798
H: -1.47678 0.21017 -2.26165
H: -2.28622 0.88829 -0.82652
H: -0.76150 1.59742 -1.40924
H: -1.06476 -1.23952 -0.24508
H: 1.31636 -1.36677 -0.32219
H: -0.31476 1.34496 1.11843
H: 0.50504 -1.08579 2.09465
H: 2.06140 0.94245 0.17670

Relative energy of each structure, in kJ/mol: (i) 726.9; (ii) 163.7; (iii) 0.0; (iv) 171.6.